No. 1
Entry from OMol25: 2 unconnected molecules or ions with the total composition C26H24F5O6 in a non-equilibrium geometry (wB97M-V/def2-TZVPD).

HOMO-LUMO gap, eV: 5.876
LUMO, eV: -5.449
Calculated total energy, a.u.: -1955.26126

```
! RIJCOSX wB97M-V def2-TZVPD def2/J DEFGRID3
* xyz 1 1
C -2.92 3.43 1.25
C -1.94 2.72 1.48
C -0.64 1.92 1.79
C -0.56 1.34 3.19
O -1.58 1.48 4.15
C -2.12 0.15 4.42
C -3.72 0.11 4.23
C 0.70 0.56 3.58
C 1.75 0.37 2.54
C 1.63 0.93 1.13
C 0.43 1.74 0.74
O 0.39 2.26 -0.54
C -0.71 1.72 -1.32
C -0.47 1.84 -2.90
O -1.71 2.05 -3.61
C -2.69 1.06 -3.22
C -3.80 0.79 -4.32
C 2.83 0.60 0.13
O 3.24 1.38 -0.71
C 3.49 -0.84 0.36
C 3.97 -1.70 -0.89
F 4.02 -3.07 -0.46
F 5.29 -1.36 -1.27
C 2.97 -1.64 -2.08
C 3.44 -1.03 -3.38
C 2.52 -0.92 -4.56
C 1.11 -1.42 -4.55
C 0.63 -2.04 -3.24
C -0.86 -2.53 -3.22
F -1.56 -2.14 -4.38
F -0.83 -3.94 -3.29
F -1.58 -2.16 -2.09
C 1.55 -2.15 -2.05
C 3.60 -1.34 1.65
C 3.06 -0.47 2.87
O 3.63 -0.41 3.96
H -3.67 4.27 1.24
H -1.71 -0.65 3.74
H -1.92 -0.19 5.49
H -3.90 0.50 3.17
H -4.26 0.72 5.01
H -4.04 -0.98 4.23
H 0.80 0.14 4.62
H -1.62 2.39 -1.10
H -0.96 0.65 -1.04
H 0.02 0.89 -3.34
H 0.24 2.70 -3.16
H -3.25 1.39 -2.27
H -2.16 0.09 -2.98
H -4.03 1.71 -4.93
H -4.76 0.42 -3.83
H -3.43 -0.02 -5.02
H 4.50 -0.66 -3.44
H 2.93 -0.42 -5.49
H 0.45 -1.35 -5.46
H 1.19 -2.58 -1.07
H 4.05 -2.35 1.88
O 0.66 -0.85 6.93
H -0.08 -1.44 7.20
H 1.41 -1.36 6.54
H 0.96 -0.29 7.69
*
```

---

No. 2
Entry from OMol25: a single C26H24N2O2 molecule (wB97M-V/def2-TZVPD).

HOMO-LUMO gap, eV: 8.444
Structure (SMILES): Oc1cccc([C@@H]2c3[nH]c4ccccc4c3CCN2Cc2ccc3c(c2)CCO3)c1
LUMO, eV: 0.644
Calculated total energy, a.u.: -1265.18228

```
! RIJCOSX wB97M-V def2-TZVPD def2/J DEFGRID3
* xyz 0 1
O 3.86 3.82 -1.48
C 2.78 3.58 -0.69
C 2.46 2.30 -0.25
C 1.35 2.09 0.55
C 0.56 3.18 0.92
C 0.88 4.45 0.49
C 1.99 4.66 -0.31
H 2.26 5.65 -0.66
H 0.27 5.29 0.78
H -0.30 3.01 1.54
C 0.96 0.71 1.04
C 1.95 -0.35 0.67
C 1.79 -1.22 -0.37
C 2.94 -2.06 -0.39
C 3.35 -3.13 -1.19
C 4.57 -3.72 -0.92
C 5.37 -3.28 0.14
C 4.99 -2.23 0.95
C 3.77 -1.63 0.68
N 3.14 -0.59 1.30
H 3.49 -0.07 2.09
H 5.61 -1.89 1.76
H 6.32 -3.78 0.32
H 4.91 -4.55 -1.52
H 2.73 -3.47 -2.00
C 0.57 -1.22 -1.24
C -0.25 0.05 -0.94
N -0.35 0.38 0.48
C -1.06 -0.63 1.26
C -2.46 -0.81 0.75
C -2.95 -2.07 0.42
C -4.25 -2.25 -0.04
C -5.05 -1.13 -0.18
C -4.57 0.14 0.13
C -3.28 0.31 0.60
H -2.90 1.29 0.83
C -5.66 1.13 -0.13
H -5.94 1.67 0.77
H -5.37 1.86 -0.89
C -6.80 0.22 -0.63
H -7.11 0.46 -1.65
H -7.68 0.26 0.02
O -6.33 -1.13 -0.63
H -4.62 -3.23 -0.29
H -2.31 -2.93 0.54
H -1.11 -0.26 2.29
H -0.54 -1.60 1.28
H 0.22 0.91 -1.42
H -1.26 -0.06 -1.33
H -0.03 -2.11 -1.05
H 0.85 -1.23 -2.30
H 0.85 0.76 2.13
H 3.08 1.47 -0.56
H 4.31 2.99 -1.67
*
```

---

No. 3
Entry from OMol25: a molecular structure, C26H24N5O5PSbSe5TcTe in a non-equilibrium geometry (wB97M-V/def2-TZVPD).

HOMO-LUMO gap (alpha / beta), eV: 2.384 / 2.383
LUMO (alpha / beta), eV: -9.722 / -9.724
Calculated total energy, a.u.: -14592.29694

```
! RIJCOSX wB97M-V def2-TZVPD def2/J DEFGRID3
* xyz 2 1
Tc 1.28 -0.37 0.61
O -4.60 -1.33 4.14
C -4.15 -2.28 3.51
O -4.40 -3.43 3.21
C -2.67 -1.83 2.81
C -2.14 -0.58 3.08
C -0.93 -0.23 2.51
N -0.27 -1.09 1.70
C -0.76 -2.32 1.47
C -1.97 -2.73 2.02
C 0.14 -3.18 0.70
C -0.17 -4.47 0.29
C 0.79 -5.21 -0.37
C 2.05 -4.67 -0.57
C 2.29 -3.37 -0.15
N 1.34 -2.64 0.43
C -0.22 1.03 2.72
C -0.74 2.10 3.43
C 0.02 3.25 3.57
C 1.31 3.27 3.05
C 1.77 2.17 2.37
N 1.01 1.09 2.17
H -2.68 0.09 3.74
H -2.37 -3.72 1.87
H -1.15 -4.88 0.49
H 0.56 -6.22 -0.70
H 2.85 -5.23 -1.04
H 3.26 -2.91 -0.27
H -1.73 2.04 3.86
H -0.38 4.10 4.10
H 1.95 4.13 3.18
H 2.78 2.14 1.98
Se 5.86 -1.53 -1.16
Sb 5.52 -0.11 0.71
Se 2.74 0.90 -1.04
Se 3.21 -0.91 1.86
Se 4.35 2.26 -0.17
Se -1.22 -1.26 -1.64
N 0.56 -1.16 -1.51
C 1.08 -1.70 -2.62
C 2.45 -1.84 -2.93
C 2.80 -2.41 -4.13
C 1.82 -2.86 -5.06
C 0.49 -2.74 -4.80
C 0.09 -2.17 -3.56
N -1.17 -2.03 -3.18
H 3.22 -1.51 -2.25
H 3.85 -2.53 -4.36
H 2.15 -3.30 -5.99
H -0.27 -3.09 -5.49
C -3.83 1.60 -0.75
C -3.00 2.74 -1.30
O -1.71 2.30 -1.84
P -0.40 2.22 -0.97
O -0.34 1.07 0.00
Te 1.32 2.17 -2.65
O -0.32 3.51 -0.07
C -0.26 4.85 -0.64
C -0.54 5.85 0.46
H -4.78 1.99 -0.39
H -3.32 1.12 0.09
H -4.03 0.86 -1.52
H -2.82 3.49 -0.52
H -3.50 3.22 -2.14
H -0.99 4.94 -1.45
H 0.74 5.00 -1.06
H -1.50 5.65 0.92
H -0.56 6.86 0.03
H 0.24 5.81 1.22
*
```

---

No. 4
Entry from OMol25: a molecular structure, C26H24N5SSr (wB97M-V/def2-TZVPD).

HOMO-LUMO gap, eV: 6.227
LUMO, eV: -3.702
Calculated total energy, a.u.: -1707.66347

```
! RIJCOSX wB97M-V def2-TZVPD def2/J DEFGRID3
* xyz 1 1
Sr -0.77 0.19 0.65
C -2.42 -3.81 -1.30
C -2.20 -2.59 -0.66
N -1.04 -1.94 -0.70
C -0.02 -2.49 -1.40
C -0.15 -3.70 -2.08
C -1.39 -4.36 -2.01
C 0.96 -4.25 -2.81
C 2.14 -3.60 -2.84
C 2.32 -2.35 -2.14
C 3.54 -1.66 -2.15
C 3.66 -0.48 -1.46
C 2.54 0.00 -0.78
N 1.37 -0.61 -0.76
C 1.25 -1.79 -1.43
H -3.39 -4.29 -1.23
H -2.99 -2.13 -0.08
H -1.52 -5.31 -2.53
H 0.84 -5.19 -3.32
H 2.99 -4.01 -3.38
H 4.38 -2.07 -2.69
H 4.59 0.07 -1.43
H 2.61 0.93 -0.21
C -1.08 0.40 -3.96
N -1.88 1.28 -3.10
C -3.20 0.76 -2.80
C -1.28 2.18 -2.27
S -1.85 2.45 -0.68
N -0.24 2.87 -2.77
C 0.63 3.67 -1.91
C -0.16 3.25 -4.19
H -1.14 -0.62 -3.58
H -0.04 0.70 -3.96
H -1.46 0.41 -4.99
H -3.65 0.42 -3.73
H -3.83 1.54 -2.37
H -3.16 -0.08 -2.10
H 0.72 3.21 -0.94
H 0.24 4.68 -1.78
H 1.61 3.73 -2.38
H -1.00 2.85 -4.74
H 0.77 2.90 -4.64
H -0.18 4.34 -4.26
N 0.76 1.79 10.87
C 0.60 1.57 9.75
C 0.40 1.30 8.35
C -0.41 0.23 7.95
C -0.60 -0.03 6.61
C 0.01 0.77 5.64
C 0.81 1.84 6.05
C 1.01 2.10 7.39
C -0.18 0.51 4.24
C -0.34 0.28 3.04
H -0.88 -0.39 8.71
H -1.22 -0.86 6.30
H 1.28 2.46 5.30
H 1.63 2.93 7.71
*
```

---

What did the fourth record say?
Entry from OMol25: a molecular structure, C26H24N5SSr (wB97M-V/def2-TZVPD).

HOMO-LUMO gap, eV: 6.227
LUMO, eV: -3.702
Calculated total energy, a.u.: -1707.66347

```
! RIJCOSX wB97M-V def2-TZVPD def2/J DEFGRID3
* xyz 1 1
Sr -0.77 0.19 0.65
C -2.42 -3.81 -1.30
C -2.20 -2.59 -0.66
N -1.04 -1.94 -0.70
C -0.02 -2.49 -1.40
C -0.15 -3.70 -2.08
C -1.39 -4.36 -2.01
C 0.96 -4.25 -2.81
C 2.14 -3.60 -2.84
C 2.32 -2.35 -2.14
C 3.54 -1.66 -2.15
C 3.66 -0.48 -1.46
C 2.54 0.00 -0.78
N 1.37 -0.61 -0.76
C 1.25 -1.79 -1.43
H -3.39 -4.29 -1.23
H -2.99 -2.13 -0.08
H -1.52 -5.31 -2.53
H 0.84 -5.19 -3.32
H 2.99 -4.01 -3.38
H 4.38 -2.07 -2.69
H 4.59 0.07 -1.43
H 2.61 0.93 -0.21
C -1.08 0.40 -3.96
N -1.88 1.28 -3.10
C -3.20 0.76 -2.80
C -1.28 2.18 -2.27
S -1.85 2.45 -0.68
N -0.24 2.87 -2.77
C 0.63 3.67 -1.91
C -0.16 3.25 -4.19
H -1.14 -0.62 -3.58
H -0.04 0.70 -3.96
H -1.46 0.41 -4.99
H -3.65 0.42 -3.73
H -3.83 1.54 -2.37
H -3.16 -0.08 -2.10
H 0.72 3.21 -0.94
H 0.24 4.68 -1.78
H 1.61 3.73 -2.38
H -1.00 2.85 -4.74
H 0.77 2.90 -4.64
H -0.18 4.34 -4.26
N 0.76 1.79 10.87
C 0.60 1.57 9.75
C 0.40 1.30 8.35
C -0.41 0.23 7.95
C -0.60 -0.03 6.61
C 0.01 0.77 5.64
C 0.81 1.84 6.05
C 1.01 2.10 7.39
C -0.18 0.51 4.24
C -0.34 0.28 3.04
H -0.88 -0.39 8.71
H -1.22 -0.86 6.30
H 1.28 2.46 5.30
H 1.63 2.93 7.71
*
```

---

Among the records above, which one has the lowest calculated total energy?
C26H24N5O5PSbSe5TcTe